(1)
Here is a 2-piece molecular cluster, C5H6N4 overall at a distorted geometry from the OMol25 dataset. Energies are from the ωB97M-V functional and the def2-TZVPD basis.

Geometry (Å):
C -2.1173 1.3254 0.6160
C -0.8972 0.4443 0.5880
C 0.8485 -0.9224 0.1103
C 1.8041 -1.1135 -0.7945
C 0.2342 0.3663 -0.3869
H -2.9357 0.9831 1.2644
H -1.8947 2.4417 1.5421
H -2.5055 1.5588 -0.4139
H 0.1261 -2.5439 1.2251
H 2.6239 -1.6450 -1.2430
H 2.8187 0.2048 -2.1045
N -0.8128 -0.4298 1.5191
N 0.2621 -1.2988 1.2607
N 1.6760 -0.1531 -1.6733
N 0.7697 0.7822 -1.5095

Cartesian forces (eV/Å) of the 3 atoms listed first:
0.31 3.32 2.49
-0.38 1.72 -1.09
-1.20 3.30 -0.63

Computed properties:
Energy relative to the best compared isomer or geometry (same formula, charge and spin): 121.9 kcal per mole
Calculated total energy: -412.92940 Ha
Gap between HOMO and LUMO: 8.86 eV
Spin multiplicity: 1
Max |F|: 0.17400 Eh/bohr

(2)
Here is the molecule C5H9NO at a distorted geometry from the OMol25 dataset. Energies are from the ωB97M-V functional and the def2-TZVPD basis.

Geometry (Å):
C 0.5557 1.3842 -1.2650
C 0.2188 -1.5041 1.4938
C -0.1768 -0.8398 -0.9832
C -0.2374 0.4132 -0.2396
N -1.3640 0.8650 0.4716
C 0.6424 -0.7417 0.2573
O -0.6317 -1.5474 -1.8417
H -2.1434 1.1198 -0.1243
H -1.1430 1.6338 1.0983
H 1.7151 -0.6255 0.1421
H 1.3812 0.9334 -1.8104
H 0.9943 2.1632 -0.6353
H -0.1523 1.8251 -1.9672
H -0.8655 -1.4863 1.5840
H 0.5556 -2.5379 1.4316
H 0.6510 -1.0550 2.3878

Cartesian forces (eV/Å) of the 3 atoms listed first:
-0.56 0.25 1.97
-0.10 -0.11 -0.34
-1.08 -1.34 1.19

Computed properties:
Structure (SMILES): C[C@H]1C(=O)[C@@]1(C)N
Energy relative to the best compared isomer or geometry (same formula, charge and spin): 61.6 kcal per mole
Calculated total energy: -325.83942 Ha
Gap between HOMO and LUMO: 9.34 eV
Spin multiplicity: 1
Max |F|: 0.06523 Eh/bohr

(3)
Here is C14H42Cu2O18S as an isolated structure at a distorted geometry from the OMol25 dataset. Energies are from the ωB97M-V functional and the def2-TZVPD basis.

Geometry (Å):
Cu -0.7366 3.0826 -1.6360
Cu -0.3588 -3.0849 -0.7534
S -0.3143 0.1982 0.1799
O -0.7217 -1.0459 -0.5364
O -1.1481 0.2148 1.3778
O 1.1155 0.0988 0.5250
O -0.6138 1.4157 -0.5793
C 0.0843 1.3096 -4.0653
C -1.2274 0.8745 -3.4545
O -2.0288 2.0273 -3.0962
O 0.8497 1.9898 -3.0779
H -0.1610 1.9096 -4.9448
H 0.6121 0.4031 -4.3712
H -1.0300 0.1982 -2.6177
H -1.8711 0.2392 -4.0676
H -2.8989 1.8990 -3.4851
H 1.7968 1.9124 -3.2364
C -0.3325 4.0513 1.0136
C 1.0916 4.2813 0.5660
O 1.1523 3.5734 -0.6738
O -1.1601 3.9427 -0.1936
H -0.6416 4.8806 1.6474
H -0.4244 3.0741 1.4903
H 1.8247 3.8425 1.2498
H 1.4335 5.3115 0.4354
H 2.0130 3.0838 -0.6896
H -2.0860 4.0723 0.0553
C -1.8587 -3.9965 1.6105
C -1.6738 -5.0426 0.5512
O -1.7293 -4.3501 -0.7420
O -0.7590 -3.1804 1.3263
H -1.7967 -4.4060 2.6189
H -2.8423 -3.5422 1.4518
H -2.3731 -5.8748 0.6363
H -0.6772 -5.4934 0.6205
H -1.7910 -5.0453 -1.4131
H -0.4270 -2.5407 2.0210
C 2.7132 -2.5041 -1.2451
C 2.0956 -1.9271 -2.5049
O 0.8242 -2.6117 -2.6606
O 1.7488 -2.3937 -0.2196
H 3.6709 -2.0645 -0.9641
H 2.9714 -3.5560 -1.3710
H 2.6185 -2.1440 -3.4379
H 2.0095 -0.8415 -2.3909
H 0.4839 -2.3828 -3.5327
H 1.6251 -1.4661 0.0956
C 4.2900 1.2900 -0.1910
C 5.3880 2.1356 -0.7830
O 6.6147 1.6071 -0.2905
O 3.0170 1.5662 -0.7834
H 4.1882 1.4427 0.8882
H 4.5862 0.2378 -0.2678
H 5.3239 3.1681 -0.4088
H 5.3234 2.1973 -1.8748
H 7.3097 2.0096 -0.8232
H 2.3496 0.9536 -0.3924
C -1.4992 -1.0436 4.4518
C 0.0132 -1.1006 4.2997
O 0.4520 -1.6516 3.0393
O -2.0825 0.1074 3.8695
H -1.7049 -1.0455 5.5242
H -1.8967 -1.9962 4.0691
H 0.3221 -1.8198 5.0680
H 0.5172 -0.1826 4.6024
H 0.5888 -0.8988 2.4463
H -1.8055 0.0539 2.9412
C -4.4698 -0.1127 0.2830
C -4.3570 1.2000 1.0856
O -3.1287 1.8917 0.7951
O -3.8393 -1.1734 1.0196
H -4.0298 0.0237 -0.7084
H -5.5250 -0.3661 0.1937
H -4.6283 1.0963 2.1334
H -5.0983 1.8449 0.5948
H -2.3757 1.2577 0.8495
H -2.8942 -1.0844 0.8572

Cartesian forces (eV/Å) of the 3 atoms listed first:
2.07 -2.26 -1.97
1.83 2.48 1.27
-1.02 -1.05 0.67

Computed properties:
Energy relative to the best compared isomer or geometry (same formula, charge and spin): 0.0 kcal per mole
Calculated total energy: -5591.42777 Ha
Gap between HOMO and LUMO (alpha / beta): 8.44 / 5.51 eV
Total charge: +2
Spin multiplicity: 3
Max |F|: 0.08220 Eh/bohr

(4)
Here is a 2-piece molecular cluster, C3H2N2S overall at a distorted geometry from the OMol25 dataset. Energies are from the ωB97M-V functional and the def2-TZVPD basis.

Geometry (Å):
C -0.7063 0.7188 -0.4084
C -1.0336 -0.4237 -0.5045
C 2.1996 0.9773 -0.0111
N 1.5543 1.9630 0.2005
N 3.1777 0.1360 -0.2910
S 4.3100 -0.9313 0.2606
H -0.4405 1.7814 -0.4453
H -1.2040 -1.5449 -0.5208

Cartesian forces (eV/Å) of the 3 atoms listed first:
-0.29 1.69 -0.49
-0.23 -3.08 0.13
0.69 1.98 1.04

Computed properties:
Structure (SMILES): N#CN=S.C#C
Energy relative to the best compared isomer or geometry (same formula, charge and spin): 105.7 kcal per mole
Calculated total energy: -623.00472 Ha
Gap between HOMO and LUMO (alpha / beta): 6.77 / 6.82 eV
Spin multiplicity: 1
Max |F|: 0.08270 Eh/bohr

(5)
Here is a 2-piece molecular cluster, C4H4O3 overall at a distorted geometry from the OMol25 dataset. Energies are from the ωB97M-V functional and the def2-TZVPD basis.

Geometry (Å):
O 0.9671 1.5359 -2.6866
C 0.6575 0.7780 -1.8938
O 1.3983 1.3273 0.2290
C 1.1203 0.1747 0.7009
C -0.1232 -0.5130 0.2734
C -1.5567 -0.5005 0.1541
O -0.6921 -1.6678 0.4696
H 0.5045 0.1761 1.7110
H 1.9051 -0.5912 0.8881
H -2.0049 -0.5372 -0.8336
H -2.1760 -0.1823 0.9878

Cartesian forces (eV/Å) of the 3 atoms listed first:
-0.36 -0.88 0.95
0.36 0.87 -1.05
0.04 0.05 0.05

Computed properties:
Energy relative to the best compared isomer or geometry (same formula, charge and spin): 120.2 kcal per mole
Calculated total energy: -380.35552 Ha
Gap between HOMO and LUMO: 8.77 eV
Spin multiplicity: 1
Max |F|: 0.02733 Eh/bohr

(6)
Here is C10H14BCoN7O2 as an isolated structure at a distorted geometry from the OMol25 dataset. Energies are from the ωB97M-V functional and the def2-TZVPD basis.

Geometry (Å):
C 2.9565 -0.5335 1.0930
N 1.6202 -0.5214 0.7690
N 1.5125 0.1095 -0.4779
C 2.7525 0.3767 -0.9427
C 3.6799 0.0079 0.0236
B 0.2280 0.2840 -1.3699
N -0.6228 -0.9841 -1.0641
N -0.5120 -1.7889 0.0828
C -1.2783 -2.9080 -0.1296
C -1.8843 -2.7997 -1.3899
C -1.4365 -1.6084 -1.9417
Co 0.2825 -1.4664 1.7004
N -0.4764 1.7537 -1.4508
N -1.2381 2.3178 -0.4318
C -1.5437 3.5733 -0.7896
C -1.0615 3.8379 -2.1009
C -0.3963 2.6639 -2.4796
H -2.0633 4.2735 -0.1337
H 0.1137 2.4288 -3.4127
H -1.1838 4.7515 -2.6599
H 0.6016 0.1746 -2.5330
H -1.5685 -1.2041 -2.9314
H 2.8756 0.7421 -1.9484
H -2.5598 -3.4949 -1.8616
H 4.7428 0.1122 -0.0406
H -1.4636 -3.6318 0.6551
H 3.2763 -0.8513 2.0726
H -1.6995 -0.2466 1.8285
C -1.6375 -1.1003 2.5435
H -2.5662 -1.6936 2.5235
H -0.8310 -1.9736 2.4324
H -1.5711 -0.6555 3.5441
O 1.2947 0.9667 4.0358
N 0.5605 0.1538 3.4825
O 1.0970 -1.0659 3.3029

Cartesian forces (eV/Å) of the 3 atoms listed first:
-0.90 0.67 -1.26
1.38 1.26 -0.87
-0.16 -0.53 0.11

Computed properties:
Energy relative to the best compared isomer or geometry (same formula, charge and spin): 44.4 kcal per mole
Calculated total energy: -2330.01124 Ha
Gap between HOMO and LUMO (alpha / beta): 7.08 / 5.75 eV
Total charge: +2
Spin multiplicity: 4
Max |F|: 0.10299 Eh/bohr

(7)
Here is the molecule C32H52N6O3 from the OMol25 dataset. Energies are from the ωB97M-V functional and the def2-TZVPD basis.

Geometry (Å):
C -0.9696 -1.3638 -5.0815
H -1.2897 -1.1993 -6.1084
C -2.1726 -1.5720 -4.1696
C -3.0937 -0.3548 -4.1892
C -4.3362 -0.5039 -3.3113
C -4.0613 -0.6776 -1.8158
H -3.5559 -1.6283 -1.6375
H -5.0232 -0.7157 -1.2989
C -3.2223 0.4464 -1.1990
N -1.8074 0.2183 -1.3674
C -0.9910 1.1556 -1.9007
O -1.3874 2.2518 -2.2942
N 0.3100 0.7760 -2.0094
H 0.6219 -0.0684 -1.5558
C 1.3281 1.6303 -2.5858
H 0.8445 2.2106 -3.3828
C 2.4753 0.8016 -3.1899
C 2.8989 -0.3610 -2.3356
C 2.2483 -1.5846 -2.4485
C 2.6265 -2.6671 -1.6747
C 3.6775 -2.5432 -0.7764
C 4.3331 -1.3224 -0.6536
C 3.9433 -0.2462 -1.4252
H 4.4437 0.7026 -1.3158
H 5.1491 -1.2409 0.0464
O 4.0951 -3.5869 -0.0048
H 3.5580 -4.3652 -0.1960
H 2.1095 -3.6126 -1.7739
H 1.4433 -1.7018 -3.1599
H 3.3200 1.4755 -3.3353
H 2.1532 0.4278 -4.1641
C 1.8140 2.6423 -1.5260
O 2.9220 2.6308 -1.0263
N 0.8590 3.5397 -1.2279
H -0.0573 3.4052 -1.6511
C 0.9850 4.4518 -0.1116
H 0.1709 5.1753 -0.1722
C 0.9574 3.7037 1.2267
H 1.8136 3.0316 1.2351
H 1.0902 4.4183 2.0406
C -0.3425 2.9169 1.4222
H -1.0877 3.5732 1.8773
H -0.7313 2.5947 0.4545
C -0.1838 1.6631 2.2971
N 0.2272 0.5105 1.4899
C -0.7097 -0.4614 1.6009
N -0.9446 -1.5000 0.8843
C -2.1642 -2.0790 1.4253
H -2.8496 -2.3290 0.6132
H -1.9189 -3.0038 1.9593
C -2.7627 -1.0311 2.4148
N -1.6075 -0.1792 2.6075
C -1.5442 1.2264 2.9063
H -1.5825 1.4076 3.9847
H -2.3757 1.7690 2.4332
C -3.2625 -1.6674 3.7086
C -4.0114 -0.6886 4.6103
C -4.5572 -1.3799 5.8535
H -3.7472 -1.8169 6.4331
H -5.0867 -0.6700 6.4844
H -5.2468 -2.1742 5.5766
H -3.3409 0.1180 4.9108
H -4.8376 -0.2432 4.0505
H -3.9300 -2.4915 3.4456
H -2.4079 -2.0826 4.2471
H -3.5868 -0.4682 1.9438
C 1.6090 0.1717 1.2363
C 2.3260 -0.5830 2.3673
H 3.3865 -0.3289 2.3192
C 1.8131 -0.5092 3.8188
H 2.3712 0.1320 4.4995
H 0.7557 -0.2666 3.8803
C 2.0333 -2.0224 3.9495
H 1.2254 -2.5860 4.4121
H 2.9684 -2.2691 4.4482
C 2.1422 -2.1111 2.4212
H 1.2113 -2.4204 1.9509
H 2.9633 -2.7048 2.0288
H 2.1475 1.0849 0.9857
H 1.6246 -0.4753 0.3551
H 0.5515 1.8648 3.0844
H 1.9411 4.9763 -0.2009
H -1.4034 -0.5679 -0.8664
H -3.4530 1.4035 -1.6727
H -3.4527 0.5267 -0.1284
H -4.9159 -1.3653 -3.6545
H -4.9571 0.3852 -3.4465
H -3.4250 -0.1848 -5.2173
H -2.5346 0.5280 -3.8811
H -1.8184 -1.7511 -3.1536
H -2.7297 -2.4551 -4.4934
H -0.4028 -0.4929 -4.7583
H -0.3150 -2.2333 -5.0642

Cartesian forces (eV/Å) of the 3 atoms listed first:
-0.15 -0.16 0.14
0.02 0.03 -0.13
0.02 0.25 -0.17

Computed properties:
Energy relative to the best compared isomer or geometry (same formula, charge and spin): 0.5 kcal per mole
Calculated total energy: -1804.89004 Ha
Gap between HOMO and LUMO: 9.05 eV
Spin multiplicity: 1
Max |F|: 0.01475 Eh/bohr

(8)
Here is a 5-piece molecular cluster, H9O4S overall from the OMol25 dataset. Energies are from the ωB97M-V functional and the def2-TZVPD basis.

Geometry (Å):
S -0.5182 -0.1288 2.0502
H -0.1216 -1.3716 1.7431
H 1.6553 -1.7067 -0.8372
H 0.1046 -1.5299 -0.8268
O 0.8344 -1.9983 -1.2603
H -1.5383 2.8346 0.3210
H -0.9245 1.4611 0.5543
O -0.9624 2.1929 -0.1081
H 1.8417 -0.0691 0.8769
H 2.1798 0.5696 -0.4147
O 2.6026 0.3448 0.4221
H -1.5206 0.3259 -1.3569
H -1.8684 -0.3617 -0.1050
O -1.7644 -0.5627 -1.0585

Cartesian forces (eV/Å) of the 3 atoms listed first:
0.03 0.03 0.07
-0.10 -0.07 -0.11
-0.41 -0.01 0.04

Computed properties:
Energy relative to the best compared isomer or geometry (same formula, charge and spin): 11.8 kcal per mole
Calculated total energy: -704.61674 Ha
Gap between HOMO and LUMO: 7.75 eV
Total charge: -1
Spin multiplicity: 1
Max |F|: 0.01422 Eh/bohr